This record from the OMol25 dataset describes a cluster of 2 separate species, C2H3Cl2N in total at a distorted geometry. The level of theory is the ωB97M-V functional and the def2-TZVPD basis.

Each atom is followed by the atoms it is bonded to, with distances in Å.
Positions of all 8 atoms, in Å:
1 C -2.07 -0.24 0.76  N3 1.135
2 C 1.27 0.64 -0.26  Cl4 1.790, Cl5 1.833, H6 1.102, H7 1.132
3 N -2.35 -1.18 0.18  C1 1.135, H8 0.977
4 Cl 2.12 2.17 0.14  C2 1.790
5 Cl 1.73 -0.53 1.07  C2 1.833
6 H 0.18 0.80 -0.21  C2 1.102
7 H 1.68 0.25 -1.24  C2 1.132
8 H -2.55 -1.91 -0.44  N3 0.977

Properties
relative energy (zero: lowest compared OMol25 entry of this formula, charge and spin): 22.05 kcal/mol
lowest unoccupied orbital energy: 0.89 eV
HOMO: -10.74 eV
total energy: -28655.98033 eV

Results of the Löwdin charge analysis, in e, for atoms 1 through 6: number 1, C, carries -0.07; number 2, C, carries -0.96; number 3, N, carries 0.07; number 4, Cl, carries 0.46; number 5, Cl, carries 0.41; number 6, H, carries -0.02